#1
H8O4 | ωB97M-V/def2-TZVPD

Geometry as XYZ:
```
12
Properties=species:S:1:pos:R:3:lowdin_charge:R:1
O -1.285 1.537 -0.578 -0.053
H -0.397 1.404 -0.932 0.006
H -1.171 2.263 0.048 0.069
O -1.203 -0.902 0.489 -0.076
H -1.306 0.016 0.140 0.007
H -1.928 -1.352 0.047 0.061
O 1.204 0.614 -0.893 -0.047
H 1.977 0.616 -1.454 0.056
H 1.230 -0.159 -0.337 -0.021
O 1.274 -1.348 0.937 -0.094
H 1.254 -1.067 1.861 0.059
H 0.350 -1.622 0.671 0.034
```

Values from the calculation:
* E_LUMO: 0.86 eV
* SMILES: O.O.O.O
* frontier orbital gap: 12.02 eV
* 2S+1: 1
* M: 72.06 u



#2
H8O4 | ωB97M-V/def2-TZVPD

Geometry as XYZ:
```
12
Properties=species:S:1:pos:R:3:lowdin_charge:R:1
O -13.096 -3.691 -15.336 -0.084
H -12.774 -3.612 -14.411 -0.016
H -12.505 -3.142 -15.861 0.024
O -12.348 -3.572 -12.629 -0.065
H -12.413 -2.650 -12.355 0.061
H -12.416 -4.093 -11.802 0.016
O -12.406 -4.993 -10.147 -0.040
H -12.304 -4.358 -9.427 0.062
H -11.824 -5.729 -9.919 0.064
O -9.893 -5.454 -12.739 -0.063
H -10.304 -4.876 -13.393 0.024
H -9.884 -4.928 -11.933 0.018
```

Values from the calculation:
* E_LUMO: 0.17 eV
* SMILES: O.O.O.O
* frontier orbital gap: 10.88 eV
* 2S+1: 1
* M: 72.06 u



It turns out #1 is the most stable, with the second structure 36.7 kJ/mol higher.



#1
H8O4 | ωB97M-V/def2-TZVPD

Geometry as XYZ:
```
12
Properties=species:S:1:pos:R:3:lowdin_charge:R:1
O -1.871 1.059 -0.471 -0.038
H -2.133 0.690 -1.314 0.047
H -2.510 0.712 0.152 0.048
O 1.283 -1.792 -2.505 -0.071
H 1.462 -1.009 -1.984 -0.024
H 0.342 -1.937 -2.404 0.018
O 0.966 0.212 -0.658 -0.045
H 0.108 0.311 -0.245 0.010
H 1.263 1.109 -0.814 0.058
O 0.056 0.456 3.412 -0.054
H 0.465 0.019 2.664 0.021
H 0.569 0.169 4.167 0.031
```

Values from the calculation:
* E_LUMO: 0.34 eV
* SMILES: O.O.O.O
* frontier orbital gap: 11.07 eV
* 2S+1: 1
* M: 72.06 u



#2
H8O4 | ωB97M-V/def2-TZVPD

Geometry as XYZ:
```
12
Properties=species:S:1:pos:R:3:lowdin_charge:R:1
O -16.182 0.706 0.875 -0.055
H -16.129 0.544 1.817 0.030
H -15.472 1.323 0.697 0.028
O -20.363 -0.603 4.396 -0.054
H -20.448 0.154 4.975 0.028
H -20.828 -0.349 3.599 0.026
O -24.048 -0.042 1.506 -0.055
H -23.485 -0.454 0.850 0.026
H -24.785 -0.646 1.602 0.029
O -19.940 -1.337 -0.430 -0.054
H -19.157 -0.855 -0.166 0.025
H -20.067 -1.102 -1.350 0.028
```

Values from the calculation:
* E_LUMO: 0.66 eV
* SMILES: O.O.O.O
* frontier orbital gap: 12.06 eV
* 2S+1: 1
* M: 72.06 u



It turns out #1 is the most stable, with the second structure 23.3 kJ/mol higher.



#1
H8O4 | ωB97M-V/def2-TZVPD

Geometry as XYZ:
```
12
Properties=species:S:1:pos:R:3:lowdin_charge:R:1
O -2.075 -3.038 0.483 -0.065
H -1.929 -2.996 1.414 0.017
H -2.420 -2.159 0.236 0.006
O 0.653 -1.711 -1.481 -0.053
H 0.106 -1.409 -2.182 0.010
H 0.072 -2.265 -0.928 0.030
O 3.440 4.971 1.517 -0.059
H 3.402 5.916 1.632 0.021
H 2.615 4.807 1.034 0.038
O -1.831 -0.455 -0.498 -0.075
H -2.438 0.136 -0.993 0.076
H -0.922 -0.187 -0.297 0.054
```

Values from the calculation:
* E_LUMO: 0.48 eV
* SMILES: O.O.O.O
* frontier orbital gap: 11.73 eV
* 2S+1: 1
* M: 72.06 u



#2
H8O4 | ωB97M-V/def2-TZVPD

Geometry as XYZ:
```
12
Properties=species:S:1:pos:R:3:lowdin_charge:R:1
O 2.958 -0.823 -0.510 -0.053
H 2.207 -1.412 -0.646 0.030
H 2.886 -0.562 0.416 0.018
O -2.754 -1.137 -0.009 -0.053
H -3.033 -2.052 0.113 0.038
H -1.928 -1.076 0.484 0.013
O 0.777 0.674 0.993 -0.046
H 0.279 1.091 1.705 0.070
H 0.640 -0.270 1.134 0.049
O -0.889 1.508 -0.808 -0.072
H -0.283 0.841 -0.466 -0.019
H -1.498 1.667 -0.078 0.027
```

Values from the calculation:
* E_LUMO: -0.24 eV
* SMILES: O.O.O.O
* frontier orbital gap: 10.55 eV
* 2S+1: 1
* M: 72.06 u



It turns out #1 is the most stable, with the second structure 37.4 kJ/mol higher.



#1
H8O4 | ωB97M-V/def2-TZVPD

Geometry as XYZ:
```
12
Properties=species:S:1:pos:R:3:lowdin_charge:R:1
O 0.317 -2.993 0.818 -0.045
H -0.469 -2.943 1.379 0.035
H 0.587 -2.113 0.832 -0.065
O 0.542 1.926 -2.364 -0.056
H 0.480 2.062 -3.294 0.012
H 1.443 1.712 -2.051 0.046
O 0.964 -0.259 1.015 -0.014
H 0.124 0.141 1.058 -0.031
H 1.561 0.266 0.523 0.031
O -1.486 0.878 0.621 -0.022
H -2.144 1.255 1.164 0.031
H -1.918 0.067 0.299 0.077
```

Values from the calculation:
* E_LUMO: 0.42 eV
* SMILES: O.O.O.O
* frontier orbital gap: 11.19 eV
* 2S+1: 1
* M: 72.06 u



#2
H8O4 | ωB97M-V/def2-TZVPD

Geometry as XYZ:
```
12
Properties=species:S:1:pos:R:3:lowdin_charge:R:1
O -3.753 -0.962 -0.175 -0.053
H -4.119 -0.721 -1.032 0.039
H -4.518 -1.079 0.396 0.038
O -0.254 -0.152 0.184 -0.042
H -1.133 -0.469 -0.059 0.038
H -0.071 -0.548 1.043 0.061
O 2.964 1.230 1.436 -0.069
H 2.462 2.051 1.442 0.032
H 2.650 0.757 0.651 -0.014
O 2.180 0.261 -1.268 -0.068
H 1.329 0.159 -0.806 -0.007
H 2.262 -0.527 -1.812 0.045
```

Values from the calculation:
* E_LUMO: 0.40 eV
* SMILES: O.O.O.O
* frontier orbital gap: 11.17 eV
* 2S+1: 1
* M: 72.06 u



It turns out #2 is the most stable, with the second structure 39.9 kJ/mol higher.